Below is 3 unconnected molecules or ions with the total composition C12H11ClFN2O6PS, with properties calculated with ωB97M-V/def2-TZVPD.

Output
Spin multiplicity: 1
LUMO level (eV): -1.02
DFT total energy (eV): -63246.030
SMILES: O=[N+]([O-])c1ccccc1.O=[N+]([O-])c1ccccc1.O=S(=O)(F)PCl
Kohn-Sham gap (eV): 8.90
Total charge: 0
M (g mol⁻¹): 396.7

Each line ends with the Löwdin charge.
Element x y z (Å)
O (-3.0350, -1.7966, -0.4095)  0.073
N (-3.8248, -1.6260, 0.4966)  -0.354
O (-4.5851, -0.6772, 0.5653)  0.023
C (-3.8545, -2.6144, 1.5847)  -0.147
C (-2.9676, -3.6745, 1.5396)  0.002
C (-2.9905, -4.5944, 2.5750)  -0.060
C (-3.8892, -4.4426, 3.6228)  -0.066
C (-4.7727, -3.3712, 3.6418)  -0.062
C (-4.7608, -2.4417, 2.6148)  0.000
H (-2.2773, -3.7725, 0.7154)  0.121
H (-2.3040, -5.4295, 2.5631)  0.110
H (-3.9003, -5.1628, 4.4300)  0.109
H (-5.4722, -3.2568, 4.4583)  0.110
H (-5.4375, -1.6006, 2.6098)  0.120
O (6.0632, 1.5761, -4.9241)  0.074
N (4.9446, 1.4011, -4.4862)  -0.355
O (4.0340, 0.8864, -5.1019)  0.076
C (4.6710, 1.8506, -3.1078)  -0.148
C (5.6837, 2.4676, -2.3970)  -0.006
C (5.4175, 2.8955, -1.1061)  -0.066
C (4.1591, 2.7006, -0.5518)  -0.060
C (3.1601, 2.0742, -1.2848)  -0.054
C (3.4111, 1.6437, -2.5777)  0.006
H (6.6546, 2.6074, -2.8476)  0.118
H (6.1949, 3.3828, -0.5337)  0.107
H (3.9532, 3.0380, 0.4555)  0.110
H (2.1835, 1.9213, -0.8492)  0.069
H (2.6481, 1.1561, -3.1655)  0.121
O (0.3166, 1.0247, 0.6543)  -0.326
S (-0.4367, 2.2051, 0.3823)  0.331
O (-0.1387, 3.4422, 1.0167)  -0.317
F (-0.3174, 2.4634, -1.1686)  -0.205
P (-2.4772, 1.6868, 0.8142)  0.454
Cl (-3.4420, 3.2727, 0.0152)  0.191
H (-2.6117, 0.7645, -0.2437)  -0.098


Below is 2 unconnected molecules or ions with the total composition C26H50IN4, with properties calculated with ωB97M-V/def2-TZVPD.

Output
Spin multiplicity: 1
LUMO level (eV): -4.39
DFT total energy (eV): -41824.599
Kohn-Sham gap (eV): 7.98
Total charge: +1
M (g mol⁻¹): 545.6

Each line ends with the Löwdin charge.
Element x y z (Å)
C (3.2829, -1.5950, 3.6343)  -0.113
C (2.6001, -0.2309, 3.1304)  -0.248
C (3.6607, 0.7252, 2.3926)  -0.211
C (2.8294, 1.6956, 1.4709)  -0.276
C (3.6371, 2.4319, 0.3176)  -0.222
C (4.9936, 1.7632, -0.1274)  -0.205
C (4.8525, 0.5638, -1.1568)  -0.194
C (3.5086, -0.2598, -1.0462)  -0.219
C (3.6238, -1.6635, -1.8110)  -0.191
C (2.2373, -2.4121, -1.6347)  -0.213
C (2.2049, -3.5245, -0.5030)  -0.210
C (1.5621, -4.9011, -0.9399)  -0.191
C (0.2275, -4.7656, -1.7787)  -0.208
C (-1.1155, -5.0132, -0.9615)  -0.190
C (-1.8972, -3.6130, -0.8443)  -0.209
C (-1.2374, -2.8493, 0.3744)  -0.187
C (-1.9824, -1.5214, 0.8459)  -0.198
C (-3.5305, -1.4651, 0.5223)  -0.206
C (-4.3574, -0.5045, 1.4681)  -0.161
C (-4.2226, 1.0383, 1.1129)  -0.181
N (-2.8928, 1.4110, 0.5473)  0.038
C (-2.8499, 1.4037, -0.8646)  -0.438
N (-3.9476, 1.0280, -1.7302)  0.134
N (-1.7049, 1.7195, -1.4607)  -0.338
I (0.0295, 2.2231, -0.4778)  1.156
H (2.9845, -2.4257, 2.9382)  0.059
H (4.4006, -1.5023, 3.7040)  0.074
H (2.8500, -1.8617, 4.6424)  0.071
H (2.1136, 0.2904, 4.0102)  0.108
H (1.8066, -0.5510, 2.3887)  0.087
H (4.2310, 1.2418, 3.2167)  0.126
H (4.3475, 0.0250, 1.8419)  0.098
H (1.9850, 1.1165, 0.9967)  -0.019
H (2.3439, 2.5030, 2.1045)  0.114
H (2.9524, 2.4763, -0.5888)  0.046
H (3.8071, 3.5097, 0.6236)  0.112
H (5.5829, 2.5719, -0.6650)  0.112
H (5.6618, 1.4343, 0.7167)  0.106
H (4.9533, 0.9634, -2.2022)  0.114
H (5.7014, -0.1665, -1.0003)  0.114
H (2.7044, 0.3361, -1.5614)  0.087
H (3.2424, -0.5286, 0.0227)  0.106
H (3.7597, -1.4897, -2.9232)  0.116
H (4.4905, -2.2419, -1.3948)  0.110
H (1.4792, -1.6204, -1.3332)  0.093
H (1.9339, -2.8502, -2.6342)  0.107
H (1.7552, -3.1130, 0.4530)  0.089
H (3.2871, -3.7432, -0.2320)  0.108
H (1.2980, -5.4604, 0.0128)  0.110
H (2.3007, -5.5639, -1.4717)  0.111
H (0.1085, -3.7956, -2.3291)  0.084
H (0.2651, -5.5700, -2.5788)  0.111
H (-0.9814, -5.5081, 0.0347)  0.108
H (-1.7765, -5.6555, -1.6230)  0.108
H (-2.9907, -3.8423, -0.7208)  0.096
H (-1.7940, -3.0383, -1.8151)  0.110
H (-1.0978, -3.5425, 1.2473)  0.119
H (-0.2042, -2.5187, 0.0438)  0.082
H (-1.4288, -0.6604, 0.3631)  0.064
H (-1.8625, -1.4476, 1.9635)  0.115
H (-3.6405, -1.2126, -0.5779)  0.095
H (-3.9380, -2.5072, 0.6847)  0.117
H (-4.1441, -0.7194, 2.5573)  0.121
H (-5.4478, -0.7701, 1.3181)  0.118
H (-5.1055, 1.3692, 0.4985)  0.115
H (-4.3158, 1.6013, 2.0925)  0.134
H (-2.7000, 2.3759, 0.8551)  0.109
H (-4.2002, 1.7915, -2.3607)  0.114
H (-3.7479, 0.1695, -2.2458)  0.106
H (-1.6758, 1.7097, -2.4850)  0.102
N (-4.7765, 7.2316, -0.9226)  0.073
C (-5.1524, 5.9533, -0.8014)  -0.141
C (-4.2717, 4.9113, -0.5578)  -0.086
C (-2.9219, 5.2079, -0.4361)  -0.102
C (-2.5069, 6.5241, -0.5593)  -0.063
C (-3.4687, 7.4928, -0.7994)  -0.130
H (-6.2165, 5.7721, -0.9073)  0.109
H (-4.6338, 3.8933, -0.4659)  0.079
H (-2.2012, 4.4200, -0.2468)  0.034
H (-1.4624, 6.7930, -0.4708)  0.107
H (-3.1949, 8.5372, -0.9001)  0.112


Below is 17 unconnected molecules or ions with the total composition C17H37BCl32N4O3PS, with properties calculated with ωB97M-V/def2-TZVPD.

Output
Spin multiplicity: 1
LUMO level (eV): -4.18
DFT total energy (eV): -451842.197
Kohn-Sham gap (eV): 7.53
Total charge: +1
M (g mol⁻¹): 1553.9

Each line ends with the Löwdin charge.
Element x y z (Å)
O (-0.3599, -0.0866, -0.3613)  0.210
B (-0.3962, 0.9102, -1.2992)  -0.735
O (-1.5434, 1.4748, -1.6546)  0.258
O (0.8755, 1.3538, -1.8876)  0.229
N (1.6058, 1.8979, -0.9166)  -0.148
N (2.5934, 1.4337, -0.3491)  0.152
N (3.0344, 2.2456, 0.5648)  0.064
C (2.1846, 3.2709, 0.4809)  -0.417
P (1.9909, 4.8779, 1.4048)  0.463
S (1.1977, 6.1753, 0.1680)  0.187
N (1.2919, 3.0748, -0.4406)  0.182
H (-0.2074, 0.2980, 0.4991)  0.092
H (-2.1295, 1.3854, -0.9066)  0.051
H (1.0575, 4.7442, 2.4650)  -0.015
H (3.2390, 5.3327, 1.8782)  -0.085
H (0.5370, 3.7204, -0.6766)  0.155
C (5.7469, 3.0508, 3.4458)  -0.976
Cl (5.9151, 4.7882, 3.2076)  0.526
Cl (4.0520, 2.6075, 3.6684)  0.470
H (6.1331, 2.5361, 2.5771)  -0.030
H (6.3045, 2.7593, 4.3278)  0.039
C (-3.7313, -1.3819, -0.0566)  -1.038
Cl (-4.2524, 0.3195, -0.0123)  0.554
Cl (-4.2417, -2.2431, 1.3925)  0.513
H (-4.1680, -1.8579, -0.9220)  -0.027
H (-2.6506, -1.4157, -0.1220)  -0.002
C (-3.8349, -5.3030, -1.1682)  -1.009
Cl (-5.2119, -4.2272, -1.4104)  0.510
Cl (-2.4530, -4.4743, -0.4129)  0.517
H (-4.1454, -6.1228, -0.5195)  -0.087
H (-3.5245, -5.6850, -2.1296)  -0.046
C (7.0776, 0.2122, 1.0703)  -1.000
Cl (6.9589, -1.3791, 1.8205)  0.531
Cl (5.4858, 0.8090, 0.5657)  0.538
H (7.5012, 0.9057, 1.7865)  0.015
H (7.7176, 0.1440, 0.2003)  0.030
C (-1.4646, -6.1679, -5.0885)  -1.002
Cl (-2.1129, -4.5141, -5.0654)  0.505
Cl (-1.9052, -7.0764, -3.6447)  0.530
H (-1.8584, -6.6835, -5.9547)  -0.028
H (-0.3846, -6.1165, -5.1483)  0.014
C (4.2940, 5.4472, 6.5747)  -1.062
Cl (3.7982, 6.5161, 7.8827)  0.505
Cl (3.1202, 5.4517, 5.2499)  0.465
H (5.2517, 5.7813, 6.1931)  0.004
H (4.3806, 4.4381, 6.9603)  0.027
C (7.2042, 6.6105, 10.2540)  -1.010
Cl (6.6930, 5.6264, 8.8755)  0.501
Cl (8.8677, 7.1698, 10.0675)  0.516
H (6.5512, 7.4710, 10.3285)  0.027
H (7.1338, 6.0131, 11.1534)  0.027
C (0.7649, 7.5266, -3.4844)  -1.044
Cl (0.1981, 8.5909, -2.1918)  0.485
Cl (-0.3533, 7.5117, -4.8496)  0.523
H (1.7307, 7.8763, -3.8266)  0.026
H (0.8533, 6.5204, -3.0933)  -0.002
C (4.1194, 8.4014, -0.1086)  -1.034
Cl (5.2135, 9.7827, -0.1300)  0.539
Cl (4.8643, 7.0008, 0.6873)  0.488
H (3.2209, 8.6718, 0.4304)  0.013
H (3.8722, 8.1321, -1.1273)  0.018
C (-5.9121, -7.9249, 1.9716)  -0.987
Cl (-5.8197, -7.2577, 0.3357)  0.583
Cl (-4.5381, -7.4094, 2.9552)  0.514
H (-6.8260, -7.5802, 2.4373)  0.028
H (-5.9130, -9.0053, 1.9088)  0.028
C (2.3021, -0.7533, 4.5799)  -0.992
Cl (2.1704, -0.1040, 2.9306)  0.418
Cl (3.8823, -0.3967, 5.2669)  0.522
H (1.5448, -0.2947, 5.2032)  0.001
H (2.1536, -1.8247, 4.5450)  0.036
C (1.4198, -9.7185, -2.8171)  -1.017
Cl (1.3541, -8.6832, -4.2497)  0.498
Cl (-0.1940, -10.2251, -2.3080)  0.501
H (2.0054, -10.5982, -3.0500)  0.025
H (1.8845, -9.1676, -2.0098)  0.024
C (-5.7957, -3.4299, -6.1199)  -1.032
Cl (-5.6360, -4.1545, -4.5166)  0.461
Cl (-7.2333, -4.0272, -6.9618)  0.509
H (-5.8773, -2.3548, -6.0123)  -0.076
H (-4.9176, -3.6783, -6.7058)  0.013
C (-1.8093, 2.0625, 3.9145)  -0.987
Cl (-0.2596, 1.2336, 3.6769)  0.494
Cl (-1.5711, 3.7880, 4.2198)  0.519
H (-2.4074, 1.9441, 3.0249)  0.015
H (-2.3180, 1.6207, 4.7622)  0.035
C (-8.4352, -0.1253, -6.2043)  -0.998
Cl (-6.6744, -0.1449, -6.3870)  0.546
Cl (-8.9085, -0.2644, -4.5093)  0.514
H (-8.8160, 0.8072, -6.6000)  0.025
H (-8.8516, -0.9597, -6.7545)  0.020
C (-4.7733, -7.4594, -6.9914)  -1.012
Cl (-5.5430, -7.5406, -5.4062)  0.502
Cl (-3.4153, -8.5882, -7.1145)  0.532
H (-5.5049, -7.7097, -7.7485)  0.028
H (-4.4067, -6.4518, -7.1508)  0.014


Below is 9 unconnected molecules or ions with the total composition CH22N3O8, with properties calculated with ωB97M-V/def2-TZVPD.

Output
Spin multiplicity: 1
LUMO level (eV): -2.48
DFT total energy (eV): -22240.969
Kohn-Sham gap (eV): 11.52
Energy relative to the best compared isomer or geometry (same formula, charge and spin) (kcal/mol): 0.0
Total charge: +1
M (g mol⁻¹): 204.2

Each line ends with the Löwdin charge.
Element x y z (Å)
N (-2.2186, 1.3833, 1.8523)  0.200
C (-1.7295, 1.5437, 0.5995)  -0.373
N (-0.7537, 0.6763, 0.1624)  0.176
N (-2.2730, 2.4245, -0.3046)  0.194
H (-1.7510, 0.7096, 2.4670)  0.097
H (-3.0273, 1.8639, 2.1635)  0.114
H (-0.2089, 0.9262, -0.6992)  0.093
H (-0.2259, 0.2068, 0.8189)  0.034
H (-3.0321, 3.0582, -0.0306)  0.137
H (-1.7820, 2.6254, -1.1505)  0.074
H (1.9559, -0.0702, -3.4369)  0.051
H (1.7437, -0.2609, -1.9651)  -0.013
O (1.6248, 0.3535, -2.6697)  -0.017
H (0.2841, 1.8406, -2.6811)  0.009
H (0.8445, 2.4290, -1.4256)  0.036
O (0.0034, 2.3445, -1.9464)  -0.080
H (-0.6781, -2.6980, -0.5162)  0.026
H (0.3024, -3.8385, -0.6283)  0.047
O (0.1878, -3.0290, -0.2335)  -0.004
H (-1.9751, -1.0297, -0.8147)  -0.033
H (-2.4295, -1.9332, -1.9253)  0.094
O (-2.0985, -1.8961, -1.0181)  0.018
H (1.2705, -1.6405, -0.3920)  -0.020
H (2.4188, -1.1727, 0.4181)  0.078
O (1.8274, -0.9143, -0.2823)  -0.026
H (0.4423, -0.8872, 2.6254)  -0.029
H (0.5662, 0.3675, 3.4691)  0.102
O (0.0136, -0.0668, 2.7801)  -0.053
H (2.0565, 0.8138, -0.2164)  0.000
H (2.8439, 1.9584, -0.8609)  0.048
O (2.0842, 1.7711, -0.3550)  -0.033
H (1.5813, -2.9457, 2.7466)  0.092
H (0.7896, -2.6368, 1.3651)  0.019
O (1.3426, -2.2767, 2.0844)  -0.058